The following is a quantum chemistry calculation of a molecular structure, C28H38N3O3PPtS, from the Open Molecules 2025 dataset.

Structure (XYZ):
```
75
Properties=species:S:1:pos:R:3:forces:R:3:mulliken_charge:R:1
Pt -0.315830 0.833877 0.643184 0.00 0.39 0.13 1.217
C -2.011075 2.301662 2.494167 0.00 0.14 0.04 -0.763
N -0.649464 2.406254 1.900564 -0.23 0.08 0.26 -0.084
C -0.489725 3.733667 1.274287 0.06 0.07 0.08 -0.909
C 0.373826 2.313372 3.004176 0.07 0.17 0.13 -1.242
C 0.453762 0.891967 3.421944 0.04 -0.11 -0.02 1.058
C 0.699849 0.435565 4.707586 0.02 0.08 -0.03 -0.748
C 0.706664 -0.929834 4.952399 0.01 -0.03 0.04 -0.558
C 0.457678 -1.823471 3.918578 0.01 -0.04 -0.01 -1.055
C 0.235271 -1.363209 2.625554 -0.08 0.07 0.04 -0.079
C 0.243038 0.004088 2.375545 0.03 -0.55 -0.22 -0.072
H -2.155032 3.114029 3.211492 0.01 0.00 -0.02 0.444
H -2.116006 1.345239 2.996480 0.01 -0.02 0.01 0.337
H -2.758612 2.381939 1.706992 0.00 -0.02 -0.02 0.217
H -0.599635 4.504247 2.041314 0.03 -0.01 0.00 0.457
H -1.249352 3.889701 0.521012 -0.10 0.01 -0.06 0.244
H 0.500589 3.808409 0.830131 -0.02 -0.01 -0.02 0.325
H 0.092790 3.000645 3.806652 -0.04 0.00 -0.02 0.470
H 1.321769 2.649979 2.581199 0.01 0.00 0.00 0.406
H 0.874965 1.135770 5.515341 -0.02 0.00 0.00 0.480
H 0.873170 -1.294611 5.957035 0.02 0.00 0.00 0.423
H 0.414437 -2.886741 4.125660 0.01 0.01 -0.01 0.562
H 0.049391 -2.071522 1.827663 -0.01 -0.01 0.00 0.395
C 2.850694 -1.326028 -1.756312 0.03 -0.03 -0.03 -1.845
C 1.341463 -1.415255 -1.581750 -0.15 -0.23 0.09 1.447
C 0.816318 -2.842491 -1.774037 0.02 0.04 0.01 -1.823
O 0.920631 -0.941138 -0.279429 0.29 0.17 -0.30 0.550
C 0.654910 -0.549364 -2.605752 -0.38 -0.46 -0.28 0.197
O 1.083729 -0.473545 -3.802568 0.38 0.39 0.15 -0.364
O -0.413500 -0.015113 -2.189677 0.19 0.30 0.20 0.031
H 3.325307 -2.067895 -1.115810 0.01 0.03 0.02 0.421
H 3.224013 -0.342377 -1.473352 0.00 0.01 -0.02 0.444
H 3.121376 -1.535549 -2.790005 -0.02 -0.04 0.01 0.525
H 1.299363 -3.477227 -1.032706 -0.02 -0.02 -0.01 0.484
H 1.054943 -3.216802 -2.769772 0.02 0.00 0.00 0.457
H -0.262784 -2.879930 -1.624185 0.00 0.01 0.01 0.338
H 1.756205 -0.846272 0.267943 -0.20 0.01 0.23 -0.831
C 4.309101 -4.120477 2.943404 0.03 -0.01 0.02 -1.179
N 3.734325 -2.816155 2.665374 -0.05 0.05 -0.05 -0.075
C 4.203537 -1.942734 1.776212 0.04 -0.10 0.13 0.686
N 5.274437 -2.301766 1.050749 -0.08 0.01 -0.07 -0.359
S 3.469627 -0.422482 1.581565 0.03 0.13 -0.21 -0.441
H 3.666683 -4.639673 3.648235 0.00 0.00 0.00 0.332
H 5.302777 -4.035605 3.388563 0.00 0.01 -0.01 0.379
H 4.368233 -4.723478 2.035510 -0.01 0.00 0.00 0.391
H 2.961652 -2.479120 3.219332 -0.02 -0.02 -0.01 0.088
H 5.797426 -3.140867 1.239576 0.02 0.01 0.03 0.181
H 5.695994 -1.596648 0.472000 0.03 0.00 0.02 0.272
C -2.561973 3.349753 -1.611046 0.08 0.04 0.07 -1.961
P -1.880542 1.725776 -1.143126 0.21 -0.51 -0.18 0.386
C -0.973205 1.283084 -2.705851 -0.09 0.16 -0.22 0.910
C -1.662514 0.917452 -3.997982 -0.07 -0.11 0.04 -0.684
C -0.853441 0.568345 -4.986448 0.05 -0.03 0.05 -0.936
C 0.628951 0.670265 -4.714995 -0.10 -0.05 -0.10 -0.036
C 0.985023 1.923082 -3.962554 0.08 -0.03 0.04 -1.007
C 0.199138 2.212272 -2.938455 -0.03 -0.01 0.00 -0.536
C -3.289969 0.592700 -1.177125 -0.13 0.10 0.10 0.863
C -3.115143 -0.699187 -0.674271 0.02 -0.02 -0.01 -0.149
C -4.167839 -1.599178 -0.675751 -0.01 -0.01 0.00 -0.992
C -5.412002 -1.213425 -1.156309 0.00 0.00 0.00 -0.582
C -5.602494 0.073374 -1.638747 0.02 -0.01 0.01 -0.792
C -4.547655 0.973693 -1.650341 0.02 -0.02 -0.06 -0.388
H -3.093985 3.289534 -2.560043 -0.01 0.00 0.00 0.600
H -1.765214 4.086093 -1.709610 0.01 0.00 0.02 0.493
H -3.257423 3.692022 -0.843775 0.01 0.00 -0.01 0.501
H -2.742067 0.854459 -4.044747 0.00 0.04 -0.01 0.572
H -1.192686 0.220932 -5.952001 -0.01 -0.01 0.01 0.493
H 1.251704 0.497331 -5.583516 -0.05 -0.05 -0.03 0.630
H 1.872463 2.480984 -4.227461 0.01 -0.01 0.02 0.473
H 0.386428 3.028113 -2.252306 -0.01 0.01 -0.01 0.440
H -2.155898 -1.002540 -0.268902 0.00 0.02 0.02 0.171
H -4.023516 -2.597302 -0.284396 0.00 0.00 0.00 0.473
H -6.236835 -1.913094 -1.144129 0.00 0.00 0.00 0.429
H -6.574443 0.380768 -1.999796 0.00 0.00 -0.01 0.453
H -4.723827 1.971668 -2.028413 -0.01 0.01 0.02 0.345
```
Forces are in eV/Å.

- charge = +2
- HOMO level (eV) = -12.817
- gap between HOMO and LUMO (eV) = 6.8
- E (eV) = -63621.110